Molecular formula: C5H7NO
Method: DFT, the ωB97M-V functional and the def2-TZVPD basis

Each line ends with the Mulliken charge.
CARTESIAN COORDINATES (ANGSTROEM)
O -0.07 -0.65 -2.12  -0.704
N 0.74 -1.54 1.19  -0.543
C -0.09 -0.85 0.36  0.344
C -1.70 0.45 -0.29  -1.094
C 0.79 -0.01 1.11  -0.309
C 0.02 -0.27 -0.96  0.533
C 1.14 0.64 -0.23  -0.492
H 1.43 -2.12 0.71  0.284
H 1.03 1.73 -0.24  0.262
H 0.59 0.49 2.05  0.381
H -1.82 0.92 0.68  0.347
H -2.45 -0.32 -0.48  0.343
H 2.09 0.34 -0.68  0.293
H -1.71 1.18 -1.10  0.355

## Properties
LUMO ... -0.439 eV
Highest occupied orbital energy ... -8.088 eV
Energy above the lowest of the compared OMol25 structures with the same formula, charge and spin ... 7.0917 eV

Molecular formula: CH6NOPS
Method: DFT, the ωB97M-V functional and the def2-TZVPD basis

Each line ends with the Mulliken charge.
CARTESIAN COORDINATES (ANGSTROEM)
S 2.46 -0.48 -0.43  -0.062
P 0.76 -0.97 0.81  0.093
O -0.44 -1.01 -0.37  -0.253
N 2.26 1.31 -0.49  -0.556
C -1.09 0.24 -0.59  -0.570
H 0.98 -2.34 0.51  0.052
H -0.35 0.98 -0.75  0.325
H -1.74 0.37 0.29  0.273
H -1.81 0.28 -1.48  0.212
H 2.59 1.73 0.42  0.250
H 2.68 1.78 -1.28  0.236

## Properties
LUMO ... 0.645 eV
SMILES ... COPSN
Highest occupied orbital energy ... -8.650 eV
Energy above the lowest of the compared OMol25 structures with the same formula, charge and spin ... 2.5168 eV

Molecular formula: H18O9
Method: DFT, the ωB97M-V functional and the def2-TZVPD basis

Each line ends with the Mulliken charge.
CARTESIAN COORDINATES (ANGSTROEM)
O 0.27 -0.11 -0.07  -0.692
O 0.08 1.75 3.78  -0.666
O -1.56 1.52 1.23  -0.665
O 1.39 2.08 1.15  -0.711
O 1.34 -2.41 -1.85  -0.629
O -2.57 -0.85 1.90  -0.659
O -1.36 0.21 -3.94  -0.628
O 0.00 -2.44 1.36  -0.651
O 1.49 0.20 -2.86  -0.610
H 0.48 -0.14 -1.01  0.276
H -0.91 0.97 0.74  0.374
H -2.23 0.82 1.28  0.453
H 1.50 2.95 1.52  0.319
H 1.86 -0.58 -2.41  0.345
H -0.42 0.04 -3.83  0.339
H 0.84 0.53 0.37  0.403
H 1.21 2.27 0.23  0.286
H 0.39 -2.32 -1.82  0.303
H -1.45 0.87 -4.63  0.301
H -0.84 1.71 3.53  0.331
H 1.61 -3.30 -1.64  0.285
H 0.42 1.71 2.87  0.353
H 0.48 -2.01 2.09  0.325
H -2.95 -1.40 2.61  0.291
H 0.33 -1.94 0.62  0.343
H -1.60 -0.75 2.05  0.325
H 2.20 0.64 -3.28  0.256

## Properties
LUMO ... 0.012 eV
SMILES ... O.O.O.O.O.O.O.O.O
Highest occupied orbital energy ... -10.622 eV
Energy above the lowest of the compared OMol25 structures with the same formula, charge and spin ... 2.4043 eV

Molecular formula: C66H158O33
Method: DFT, the ωB97M-V functional and the def2-TZVPD basis

Each line ends with the Mulliken charge.
CARTESIAN COORDINATES (ANGSTROEM)
O 4.04 -1.48 -3.19  -0.447
O -0.26 -2.90 4.95  -0.322
O 3.65 6.92 -4.55  -0.374
O -2.06 -2.30 7.35  -0.384
O 0.48 -1.88 0.27  0.577
O 1.11 1.43 -5.47  -0.206
O -5.72 4.47 0.22  -0.458
O 4.95 3.56 -2.59  -0.163
O 4.42 3.24 2.01  -0.553
O -0.15 4.15 -5.51  -0.484
O 0.73 -7.21 1.09  -0.401
O 0.05 7.00 -0.51  -0.008
O -1.88 -6.73 -4.92  -0.030
O 4.00 0.71 7.33  -0.235
O -3.55 -6.46 1.95  -0.492
O 1.09 -9.17 3.22  -0.380
O -0.30 1.74 6.81  -0.465
O -1.15 -2.03 -4.39  -0.662
O 0.54 0.80 -0.78  0.858
O -3.62 -3.58 1.47  -0.235
O 4.61 1.00 -1.45  0.402
O 2.60 6.58 -1.90  -0.435
O -5.43 0.11 -0.19  0.096
O 6.05 5.32 1.16  -0.074
O -2.88 -6.41 -7.50  -0.340
O -2.72 4.08 -0.25  -0.150
O -2.65 4.84 -4.30  -0.418
O 2.98 -1.36 2.16  0.331
O -2.47 -6.06 -2.00  -0.011
O -7.82 2.97 -1.63  -0.096
O -3.08 0.04 -2.84  -0.506
O -1.54 1.05 4.19  -0.038
O 3.12 -0.10 4.89  0.317
C -1.15 -1.57 -3.02  0.599
C 4.42 1.40 8.47  -0.892
C -2.96 -7.17 -2.73  -0.735
C -1.32 3.85 0.13  0.041
C -3.62 3.43 0.59  0.165
C -4.95 -0.14 -1.48  -1.048
C -0.75 -4.22 5.34  -0.594
C 4.49 7.76 -3.75  -0.518
C -7.73 4.35 -1.27  -0.663
C 5.51 4.87 -2.52  -0.262
C 1.40 -6.47 0.07  -0.396
C -3.21 -7.70 1.46  -0.312
C -6.84 -0.05 -0.29  -0.352
C 3.56 2.16 1.78  1.112
C -5.00 3.34 -0.03  0.104
C 1.20 1.86 -1.40  0.696
C -1.68 -0.10 -3.02  0.244
C -0.48 -2.88 0.15  0.129
C 1.23 -6.95 2.41  0.485
C 2.21 5.99 -0.65  0.885
C -0.77 8.03 0.06  -0.988
C 2.03 5.99 -3.02  0.481
C -0.17 3.17 -6.51  -0.401
C -2.05 3.67 -4.03  -0.074
C 4.71 1.16 6.17  -0.715
C 2.07 -1.54 3.30  1.200
C 3.33 -2.69 1.76  -0.909
C 0.61 -7.84 3.40  -0.341
C 3.34 -2.41 -4.08  -0.778
C 0.63 1.52 7.89  -0.520
C 3.41 -1.15 -2.01  1.194
C 4.51 0.12 5.09  -0.356
C -8.69 2.76 -2.71  -0.838
C -3.45 -0.07 -1.50  1.380
C -3.08 -4.23 2.57  -0.031
C -1.46 -6.34 -7.20  -0.273
C -3.19 -5.41 -8.36  -0.725
C -1.02 -3.40 -4.45  -0.368
C -1.20 -7.19 -6.04  -0.582
C -2.53 -5.61 2.13  0.888
C 2.31 1.26 -4.71  0.199
C 4.33 -0.36 -1.12  -0.756
C -3.54 -5.38 -1.41  -0.835
C 2.28 6.94 -4.18  -1.156
C 6.63 4.03 1.54  -0.995
C -0.08 -0.68 0.89  0.611
C -1.27 -1.89 5.09  0.656
C 5.59 3.01 1.22  0.034
C 5.97 2.60 -2.64  -1.084
C 2.74 -1.42 4.64  -1.085
C -3.97 4.97 -3.78  -0.823
C 0.81 0.54 0.59  0.252
C -1.47 -1.35 6.47  -0.966
C -2.17 -1.83 8.64  -0.759
C -3.87 -2.24 1.91  -0.221
C 1.14 2.39 -6.46  -0.727
C -2.33 1.27 3.03  -0.103
C -1.96 -7.62 -3.78  -0.683
C 6.82 6.50 1.22  -0.928
C -0.55 3.71 -4.21  2.268
C -7.13 4.50 0.12  -0.673
C 2.34 -9.48 3.75  -0.758
C 0.33 1.68 5.55  0.027
C 5.37 1.21 -2.58  -0.100
C 1.30 6.93 0.10  -1.293
C -0.62 2.07 4.44  -0.091
H 3.36 2.17 0.75  -0.553
H 2.33 -7.00 2.36  0.448
H -2.84 0.35 2.85  -0.018
H -7.28 5.50 0.46  0.464
H 6.08 7.26 0.95  0.258
H 1.82 0.20 0.84  -0.279
H -4.27 5.98 -4.16  0.320
H -2.46 2.85 -4.65  0.370
H 1.32 1.94 -7.44  0.408
H 5.77 1.18 6.46  0.459
H -2.72 -2.54 9.24  0.339
H -2.90 -0.87 -1.07  -0.639
H 6.48 2.63 -3.60  0.498
H -3.58 3.74 1.64  0.397
H -4.13 -6.01 -0.72  0.454
H -0.50 -7.85 3.27  -0.105
H 1.35 -0.73 3.15  -1.210
H -1.75 7.96 -0.40  0.223
H 2.55 -10.54 3.59  0.272
H 2.01 -1.73 5.37  0.012
H 0.76 0.73 5.37  -0.425
H -2.32 -3.57 3.02  -0.654
H 1.33 0.77 7.46  0.107
H 6.22 4.96 -1.65  0.169
H -2.38 -8.10 2.01  0.168
H -7.29 0.84 -0.73  -0.199
H -4.71 -2.21 2.54  0.636
H -0.11 -7.21 -5.87  0.312
H -3.93 -7.01 -3.16  0.437
H 1.61 6.72 -5.05  0.309
H -2.43 -8.57 -4.11  0.402
H -0.71 -3.38 1.10  0.027
H -7.31 4.96 -2.08  0.374
H -0.81 -6.62 -8.10  0.361
H 2.39 -6.85 0.09  0.436
H 7.54 3.88 0.90  0.309
H 3.19 -3.29 -3.45  0.350
H -7.02 -0.97 -0.95  0.289
H 1.24 6.68 1.16  0.536
H 2.30 1.68 -1.36  -0.201
H 1.81 7.92 0.15  0.542
H -3.06 0.87 -1.01  -0.828
H 1.20 2.37 8.28  0.357
H -1.06 -1.08 4.45  -0.616
H -7.69 3.81 0.81  0.252
H -0.12 -0.82 1.98  -0.581
H -8.34 3.34 -3.58  0.307
H 0.94 5.85 -2.92  0.461
H 2.55 5.05 -3.33  -0.148
H -1.18 -1.56 9.13  0.243
H 3.69 -3.24 2.64  0.360
H 1.48 -2.48 3.23  -0.217
H -3.09 -4.38 -7.95  0.247
H -0.17 -3.60 -0.60  0.213
H 0.79 -7.41 4.42  0.349
H 1.75 5.00 -0.75  -0.701
H -0.98 -7.81 -3.31  0.260
H -1.80 -5.90 2.90  -0.170
H 4.18 -2.57 1.07  0.228
H 2.38 -2.04 -4.46  0.189
H 0.53 1.41 1.22  0.124
H -2.81 -7.55 0.43  0.051
H -1.00 -3.58 -5.53  -0.007
H 1.04 2.77 -0.85  0.419
H -0.25 3.74 -7.46  0.418
H -4.86 3.26 -1.13  -0.071
H -3.02 2.12 3.16  0.405
H 0.00 0.98 8.62  0.289
H -0.15 -3.70 -3.91  0.279
H 6.74 2.80 -1.90  0.372
H 4.07 -2.62 -4.76  0.374
H 7.23 6.81 2.19  0.298
H 0.07 -4.89 5.33  0.163
H -1.04 2.86 -0.21  0.000
H -2.22 -2.39 4.74  0.458
H -1.47 -2.51 -0.04  -0.537
H 4.96 0.57 4.15  -0.131
H -0.42 -1.12 6.75  0.184
H 5.31 2.96 0.17  0.171
H -0.83 7.82 1.18  0.313
H 5.24 -0.98 -0.92  0.438
H 4.37 2.17 5.85  0.312
H -2.20 3.29 -2.95  -0.074
H -4.04 -1.63 1.06  -0.284
H -8.73 4.72 -1.13  0.498
H -1.20 -4.16 6.33  0.308
H -3.83 -4.43 3.38  0.436
H 3.76 -0.25 -0.19  -0.464
H 3.08 5.86 -0.03  0.216
H -4.06 -8.39 1.52  0.257
H -3.14 -8.01 -2.06  0.414
H 1.00 -5.91 2.80  -0.336
H -1.05 2.50 -6.40  0.201
H 4.80 1.16 -3.50  -0.155
H -1.77 -2.13 -2.37  0.002
H -0.11 2.74 -3.88  -0.576
H 3.62 -2.05 4.63  0.865
H -7.24 -0.24 0.67  0.251
H 2.47 -9.19 4.76  0.367
H -2.53 -5.41 -9.25  0.309
H -0.30 8.97 -0.16  0.376
H 6.02 2.06 1.61  0.306
H 6.11 5.11 -3.40  0.383
H 5.07 -0.77 5.32  0.470
H -3.12 -4.61 -0.75  -0.113
H 2.09 0.38 -4.11  -0.574
H -1.21 0.41 -2.13  -0.484
H 3.20 -2.08 -1.42  0.360
H -5.31 -1.06 -1.93  0.595
H 2.56 -3.27 1.25  0.164
H -2.84 -0.94 8.72  0.292
H 6.91 4.02 2.59  0.498
H 4.30 8.81 -4.00  0.301
H 5.50 7.48 -3.91  0.214
H -3.05 -1.90 2.44  0.063
H -0.11 -1.57 -2.58  -0.038
H -0.76 4.65 -0.35  -0.140
H 4.17 7.55 -2.72  0.192
H -1.48 -4.51 4.61  0.096
H -9.73 3.06 -2.35  0.306
H -4.17 -5.58 -8.69  0.297
H -1.65 1.43 2.17  -0.154
H -4.65 4.24 -4.16  0.341
H 1.28 -5.40 0.28  0.032
H -1.90 -3.75 -3.91  0.288
H -1.93 -5.38 1.18  -0.092
H 0.83 -6.73 -0.81  0.079
H 1.21 2.35 5.50  0.393
H -3.30 2.41 0.62  -0.418
H -1.23 3.94 1.24  0.306
H -5.50 2.43 0.33  0.118
H -1.43 0.49 -3.92  0.407
H 2.45 2.15 -4.09  -0.054
H 3.57 1.24 9.17  0.216
H -8.61 1.70 -3.01  0.227
H 2.42 -0.65 -2.14  -0.694
H 1.97 3.10 -6.30  0.331
H -1.11 3.02 4.74  0.383
H 4.06 1.19 2.02  -0.103
H -1.15 -0.49 0.62  -0.493
H 3.19 -8.86 3.36  0.265
H 1.93 7.94 -3.89  0.405
H 5.37 0.98 8.79  0.357
H 3.17 1.00 -5.30  0.698
H 2.61 2.25 2.39  -0.018
H -4.26 -4.92 -2.06  0.420
H 4.64 5.60 -2.49  -0.192
H 0.94 1.91 -2.46  -1.635
H 4.52 2.53 8.38  0.339
H -1.51 -8.25 -6.31  0.321
H 7.56 6.56 0.41  0.333
H -0.21 4.52 -3.55  -1.129
H -1.27 -5.27 -7.11  0.119
H 6.13 0.40 -2.55  0.410
H -2.12 -0.53 6.38  0.858
H -3.84 4.95 -2.70  0.262
H -0.02 2.21 3.53  -0.142
H -5.29 0.73 -2.12  0.323

## Properties
LUMO ... 0.552 eV
Highest occupied orbital energy ... -8.740 eV

Molecular formula: C38H47N3O26S2
Method: DFT, the ωB97M-V functional and the def2-TZVPD basis

Each line ends with the Mulliken charge.
CARTESIAN COORDINATES (ANGSTROEM)
S 3.74 -20.87 -14.34  0.905
S 4.35 -22.17 -9.30  0.878
O 2.38 -15.80 -10.66  -0.606
O 4.02 -20.11 -15.52  -0.713
O 2.29 -20.54 -13.81  -0.461
O 5.03 -22.35 -10.78  0.023
O 3.22 -21.36 -9.58  -0.151
O 2.50 -15.23 -14.97  -0.399
O 7.34 -19.04 -10.80  -0.475
O 0.26 -24.56 -11.97  -0.549
O -2.52 -20.39 -7.24  -0.367
O 9.19 -20.22 -10.29  -0.341
O 3.33 -16.47 -13.34  0.100
O 3.94 -23.66 -9.08  -0.400
O -1.18 -23.22 -13.06  -0.351
O 7.51 -20.04 -8.84  -0.128
O 1.08 -16.35 -13.58  -0.576
O 1.92 -17.61 -9.58  -0.529
O 4.01 -22.25 -14.36  -0.564
O 6.23 -14.74 -11.57  -0.622
O -2.06 -19.46 -9.17  -0.363
O 9.82 -23.16 -11.20  -0.646
O 0.64 -23.85 -14.07  -0.325
O 5.82 -13.12 -10.27  -0.637
O 5.26 -21.77 -8.23  -0.648
O 7.73 -22.83 -10.96  -0.391
O -3.44 -18.41 -7.80  -0.557
O 4.48 -20.26 -13.06  -0.004
N 1.82 -16.42 -9.83  1.397
N 5.91 -14.28 -10.47  1.070
N 8.72 -23.03 -11.68  0.927
C 3.68 -24.31 -10.36  -0.245
C 8.51 -20.93 -8.24  -0.643
C -0.02 -23.98 -12.96  0.655
C 5.49 -17.37 -8.43  -0.332
C 4.84 -14.62 -8.26  -0.572
C 2.23 -20.40 -12.34  0.336
C -0.59 -14.33 -7.11  -0.669
C 0.72 -14.33 -9.14  -0.634
C -1.37 -22.68 -14.34  0.535
C 7.43 -22.52 -13.67  0.193
C 4.47 -15.51 -7.29  -0.444
C 7.27 -22.66 -15.05  -0.766
C 10.56 -19.54 -8.57  -1.313
C 4.41 -15.77 -14.00  0.669
C 5.84 -16.46 -9.46  -0.020
C 0.08 -22.85 -14.92  0.159
C 5.66 -16.61 -14.11  -1.368
C -2.74 -19.33 -8.04  0.681
C -0.08 -13.68 -8.21  -0.445
C 1.01 -15.66 -8.91  0.072
C 9.10 -24.21 -15.19  -0.450
C -1.68 -21.21 -14.33  -1.326
C -0.23 -15.64 -6.89  -0.594
C 0.09 -20.54 -9.07  -0.956
C -1.91 -21.43 -7.89  -0.401
C 4.69 -23.65 -11.33  -0.160
C 2.20 -16.08 -13.93  0.489
C 7.95 -19.72 -10.02  0.481
C 3.86 -15.42 -15.32  -0.428
C 4.76 -16.86 -7.36  -0.878
C 9.76 -20.67 -9.09  0.540
C 8.51 -23.16 -13.13  0.291
C 0.50 -16.35 -7.80  -0.221
C -1.36 -20.76 -9.18  0.575
C 3.55 -19.64 -12.06  0.862
C 5.52 -15.12 -9.34  0.025
C 9.41 -23.94 -13.86  -0.803
C 8.01 -23.55 -15.78  -0.691
H 8.69 -20.74 -7.24  0.554
H 0.57 -21.48 -9.27  0.435
H 3.90 -25.35 -10.12  0.342
H 3.96 -15.20 -6.44  0.518
H -1.51 -20.74 -15.31  0.342
H 9.62 -24.96 -15.74  0.402
H 5.80 -18.41 -8.59  0.439
H -2.13 -23.20 -14.93  0.220
H 4.59 -13.56 -8.16  0.497
H 6.29 -16.68 -13.20  0.145
H 7.81 -23.65 -16.84  0.400
H 9.93 -18.62 -8.57  0.253
H 0.40 -19.85 -9.86  -0.180
H 0.64 -21.93 -14.71  -0.171
H 4.38 -17.46 -6.54  0.430
H -1.10 -21.71 -7.24  0.258
H 4.27 -14.46 -15.77  0.285
H 6.36 -16.83 -10.37  0.419
H 5.41 -17.60 -14.50  0.206
H -1.62 -21.35 -10.04  0.320
H 10.26 -24.38 -13.43  0.534
H 4.56 -14.81 -13.46  0.147
H 1.21 -13.87 -9.93  0.610
H 6.54 -22.13 -15.62  0.416
H 2.63 -24.28 -10.79  0.026
H 8.15 -21.93 -8.47  0.127
H 1.40 -19.70 -12.00  0.256
H 4.05 -16.19 -16.07  0.294
H 0.36 -20.15 -8.06  0.254
H -0.60 -16.12 -6.00  0.398
H 6.33 -16.20 -14.83  0.502
H 5.63 -24.16 -11.30  0.365
H -0.29 -12.63 -8.44  0.350
H 10.33 -21.61 -9.35  0.281
H -1.11 -20.75 -13.57  0.266
H 0.77 -17.39 -7.60  0.486
H 6.77 -21.94 -13.08  0.596
H -2.72 -21.05 -13.95  0.358
H 11.49 -19.32 -9.18  0.327
H -1.00 -13.81 -6.29  0.414
H 4.31 -23.53 -12.35  0.101
H 3.51 -18.53 -12.15  -0.487
H 10.87 -19.75 -7.54  0.383
H -2.65 -22.31 -7.93  0.262
H 0.22 -23.20 -15.97  0.260
H 2.28 -21.40 -11.87  0.005
H 3.95 -19.92 -11.16  -0.344

## Properties
LUMO ... -0.566 eV
SMILES ... O=[N+]([O-])c1ccccc1.O=[N+]([O-])c1ccccc1.O=[N+]([O-])c1ccccc1.C[C@H]1COC(=O)O1.C[C@H]1COC(=O)O1.C[C@H]1COC(=O)O1.C[C@H]1COC(=O)O1.O=S1(=O)OCCO1.O=S1(=O)OCCO1
Highest occupied orbital energy ... -9.639 eV

Molecular formula: C2H3FOPt
Method: DFT, the ωB97M-V functional and the def2-TZVPD basis

Each line ends with the Mulliken charge.
CARTESIAN COORDINATES (ANGSTROEM)
Pt 2.05 1.12 0.19  1.298
F -0.67 1.45 -0.30  -0.135
O 1.15 -0.35 -0.22  -0.430
C -0.97 0.13 -0.15  0.044
C 0.03 -0.55 0.53  -0.065
H 0.50 -0.29 -1.24  0.581
H -1.99 0.01 0.22  0.360
H -0.11 -1.53 0.98  0.347

## Properties
LUMO (spin up / spin down) ... -12.402 / -14.609 eV
⟨S²⟩ ... 2.05
Multiplicity ... 3
Highest occupied orbital energy (spin up / spin down) ... -21.510 / -21.592 eV
Energy above the lowest of the compared OMol25 structures with the same formula, charge and spin ... 0.0000 eV
Net charge ... +2

Molecular formula: C10H20AlClN10O4
Method: DFT, the ωB97M-V functional and the def2-TZVPD basis

Each line ends with the Mulliken charge.
CARTESIAN COORDINATES (ANGSTROEM)
Cl 3.38 -0.47 0.22  1.684
Al 0.78 -0.47 -0.04  0.065
O 4.08 -0.08 1.37  -0.553
O 2.49 0.63 -0.25  -0.578
O 4.20 -0.94 -0.83  -0.618
O 2.34 -1.50 0.56  -0.468
N -4.03 -1.52 2.49  -0.656
N -0.23 1.18 -0.73  -0.476
N 0.98 -1.07 -1.83  -0.362
N 0.74 0.31 1.92  -0.392
N 1.46 -2.16 -3.95  -0.686
N 3.76 -2.60 -3.69  -0.248
N 2.60 -3.24 -5.58  -0.346
N -3.84 1.10 2.06  0.003
N -2.63 -2.86 0.93  -0.661
N -0.61 -1.61 0.40  -0.300
C -2.41 1.10 1.58  1.110
C -0.01 1.54 2.36  -0.011
C -0.78 2.33 0.07  0.109
C -2.24 2.15 0.50  -1.593
C 1.28 -1.62 -2.82  0.987
C -1.60 -2.20 0.62  1.032
C -1.47 1.30 2.76  -1.159
C 2.62 -2.66 -4.39  0.625
C -3.40 -2.15 1.75  0.574
C 0.11 2.61 1.27  -1.364
H 3.80 -2.13 -2.80  0.118
H -4.08 1.96 2.57  0.408
H -2.56 3.13 0.87  0.446
H -0.92 0.86 -1.41  0.395
H -1.54 0.46 3.46  0.347
H 1.73 -3.29 -6.07  0.251
H -4.50 1.00 1.29  0.385
H 0.49 1.90 3.26  0.362
H -0.77 3.21 -0.58  0.373
H 4.61 -2.99 -4.05  0.229
H -2.86 1.92 -0.37  0.420
H 1.15 2.71 0.96  0.452
H -1.78 2.20 3.30  0.498
H -0.18 3.57 1.70  0.511
H 0.49 -0.47 2.53  0.368
H 1.71 0.49 2.14  0.386
H -4.03 0.27 2.66  0.453
H 0.50 1.59 -1.32  0.437
H -2.28 0.12 1.14  -0.772
H 3.42 -3.64 -6.00  0.213

## Properties
LUMO ... -5.153 eV
Highest occupied orbital energy ... -15.418 eV
Net charge ... +2

no.,calculated total energy (hartree)
1,-324.46385
2,-911.20049
3,-687.93744
4,-5091.57151
5,-4392.79101
6,-371.30937
7,-1943.65752